{
  "formula": "C65H103FN2O8P",
  "method": "ωB97M-V/def2-TZVPD",
  "charge": 1,
  "fmax_ha_per_bohr": 0.043,
  "homo_energy_ev": -10.37,
  "lumo_energy_ev": -3.231,
  "orbital_gap_ev": 7.1,
  "symbols": ["C", "C", "P", "C", "C", "C", "C", "C", "F", "C", "C", "C", "C", "C", "C", "C", "C", "C", "C", "C", "C", "C", "C", "C", "C", "C", "C", "C", "C", "C", "C", "C", "N", "C", "N", "O", "C", "C", "C", "C", "C", "C", "H", "H", "H", "H", "H", "H", "H", "H", "H", "H", "H", "H", "H", "H", "H", "H", "H", "H", "H", "H", "H", "H", "H", "H", "H", "H", "H", "H", "H", "H", "H", "H", "H", "H", "H", "H", "H", "H", "H", "H", "H", "H", "H", "H", "H", "H", "H", "C", "C", "C", "O", "C", "H", "H", "H", "H", "H", "H", "H", "H", "C", "C", "C", "O", "C", "H", "H", "H", "H", "H", "H", "H", "H", "C", "C", "C", "O", "C", "H", "H", "H", "H", "H", "H", "H", "H", "C", "C", "C", "O", "C", "H", "H", "H", "H", "H", "H", "H", "H", "C", "C", "C", "O", "C", "H", "H", "H", "H", "H", "H", "H", "H", "C", "C", "C", "O", "C", "H", "H", "H", "H", "H", "H", "H", "H", "C", "C", "C", "O", "C", "H", "H", "H", "H", "H", "H", "H", "H"],
  "xyz": [[-5.255, -4.545, -3.572], [-4.066, -3.862, -4.308], [-2.488, -4.146, -3.403], [-1.136, -3.471, -4.499], [-2.355, -3.119, -1.852], [-1.722, -3.681, -0.746], [-1.182, -5.106, -0.850], [0.073, -5.230, -1.739], [0.799, -6.329, -1.305], [-1.563, -2.948, 0.459], [-0.882, -3.535, 1.674], [0.599, -3.165, 1.789], [1.001, -2.347, 2.828], [2.319, -2.003, 3.007], [3.311, -2.458, 2.159], [4.771, -2.093, 2.283], [2.909, -3.281, 1.115], [1.591, -3.617, 0.942], [-2.065, -1.637, 0.489], [-1.926, -0.825, 1.764], [-1.164, 0.490, 1.612], [-1.418, 1.467, 2.554], [-0.826, 2.709, 2.513], [0.064, 2.982, 1.483], [0.329, 2.012, 0.543], [1.294, 2.384, -0.585], [-0.273, 0.772, 0.595], [-2.679, -1.122, -0.629], [-3.186, 0.281, -0.601], [-2.600, 1.225, -1.444], [-3.076, 2.522, -1.389], [-4.107, 2.796, -0.511], [-4.707, 1.920, 0.283], [-4.211, 0.693, 0.221], [-2.825, -1.854, -1.730], [-3.478, -1.325, -2.811], [-4.912, -1.237, -2.584], [-5.392, 0.123, -3.142], [-5.003, 0.120, -4.645], [-6.933, 0.288, -3.078], [-7.638, -0.555, -1.988], [-7.217, 1.799, -2.817], [-6.169, -4.055, -3.940], [-5.356, -5.593, -3.866], [-5.226, -4.408, -2.485], [-3.956, -4.404, -5.259], [-4.273, -2.824, -4.580], [-1.369, -2.490, -4.920], [-0.226, -3.469, -3.890], [-0.978, -4.231, -5.273], [-1.954, -5.723, -1.330], [-1.000, -5.555, 0.126], [-0.168, -5.423, -2.788], [0.653, -4.300, -1.661], [-0.949, -4.625, 1.703], [-1.355, -3.204, 2.601], [0.304, -1.956, 3.570], [2.629, -1.362, 3.832], [5.324, -2.680, 3.023], [5.249, -2.293, 1.316], [4.907, -1.025, 2.492], [3.695, -3.637, 0.451], [1.362, -4.284, 0.117], [-2.945, -0.562, 2.085], [-1.484, -1.370, 2.594], [-2.120, 1.251, 3.362], [-1.108, 3.426, 3.280], [0.513, 3.971, 1.433], [1.736, 3.370, -0.431], [2.032, 1.584, -0.688], [0.691, 2.467, -1.503], [-0.050, 0.018, -0.162], [-1.787, 0.939, -2.108], [-2.623, 3.254, -2.051], [-4.466, 3.828, -0.466], [-4.671, -0.061, 0.870], [-5.485, -2.003, -3.114], [-5.168, -1.264, -1.519], [-4.874, 0.966, -2.679], [-3.916, 0.097, -4.805], [-5.372, 1.025, -5.147], [-5.431, -0.737, -5.184], [-7.426, 0.071, -4.037], [-8.676, -0.212, -1.923], [-7.148, -0.371, -1.021], [-7.612, -1.624, -2.232], [-6.545, 2.093, -1.994], [-6.942, 2.420, -3.677], [-8.244, 1.970, -2.480], [-7.229, 5.801, 2.938], [-6.539, 4.946, 1.882], [-7.300, 3.634, 1.996], [-8.628, 3.965, 2.404], [-8.672, 5.340, 2.817], [-7.112, 6.872, 2.784], [-6.839, 5.554, 3.929], [-6.692, 5.384, 0.892], [-5.466, 4.831, 2.041], [-6.861, 2.985, 2.762], [-7.333, 3.084, 1.054], [-9.206, 5.908, 2.050], [-9.219, 5.424, 3.751], [-3.836, 4.665, -7.041], [-4.583, 4.268, -8.305], [-5.754, 3.481, -7.741], [-6.047, 4.040, -6.453], [-4.980, 4.916, -6.071], [-3.187, 5.531, -7.166], [-3.225, 3.828, -6.691], [-4.945, 5.162, -8.819], [-3.983, 3.692, -9.008], [-5.493, 2.426, -7.601], [-6.641, 3.537, -8.373], [-5.344, 5.946, -6.146], [-4.703, 4.720, -5.033], [-3.411, -7.215, 4.514], [-3.940, -6.006, 5.274], [-3.340, -4.854, 4.484], [-3.225, -5.302, 3.126], [-3.445, -6.719, 3.077], [-3.998, -8.120, 4.664], [-2.382, -7.423, 4.815], [-5.030, -5.976, 5.212], [-3.659, -5.991, 6.326], [-2.336, -4.605, 4.846], [-3.956, -3.954, 4.519], [-4.424, -6.894, 2.620], [-2.682, -7.186, 2.453], [9.932, -3.408, 1.110], [9.264, -3.888, -0.171], [8.058, -4.642, 0.367], [7.687, -4.003, 1.594], [8.730, -3.099, 1.987], [10.590, -2.548, 0.970], [10.519, -4.219, 1.550], [8.936, -3.029, -0.762], [9.906, -4.506, -0.797], [8.308, -5.685, 0.590], [7.210, -4.628, -0.321], [8.372, -2.076, 1.823], [8.940, -3.227, 3.050], [-11.440, 8.608, 5.555], [-11.643, 9.386, 4.263], [-10.382, 9.039, 3.488], [-9.998, 7.721, 3.897], [-10.757, 7.345, 5.053], [-12.363, 8.404, 6.096], [-10.769, 9.158, 6.219], [-12.523, 9.008, 3.736], [-11.770, 10.458, 4.409], [-9.563, 9.723, 3.735], [-10.533, 9.055, 2.408], [-11.491, 6.592, 4.746], [-10.093, 6.901, 5.796], [13.494, 0.673, 1.301], [14.205, -0.156, 0.239], [13.467, -1.481, 0.333], [12.124, -1.177, 0.739], [12.058, 0.189, 1.165], [13.594, 1.748, 1.160], [13.882, 0.421, 2.291], [14.050, 0.291, -0.746], [15.275, -0.253, 0.401], [13.911, -2.131, 1.094], [13.447, -2.020, -0.615], [11.518, 0.758, 0.400], [11.501, 0.253, 2.102], [19.526, 1.025, 0.415], [19.505, -0.447, 0.801], [18.041, -0.802, 0.595], [17.559, 0.036, -0.462], [18.525, 1.061, -0.729], [20.510, 1.392, 0.128], [19.165, 1.633, 1.249], [20.130, -1.021, 0.113], [19.850, -0.641, 1.816], [17.451, -0.589, 1.494], [17.895, -1.848, 0.324], [19.007, 0.831, -1.685], [18.019, 2.023, -0.817]],
  "lowdin_charge": [-0.155, -0.416, 1.040, -0.244, -0.199, -0.108, -0.135, -0.222, -0.034, -0.021, -0.071, -0.192, -0.047, -0.035, -0.262, -0.041, -0.029, -0.027, -0.052, -0.053, -0.212, -0.053, -0.057, -0.047, -0.271, -0.033, -0.018, -0.074, -0.166, -0.013, -0.030, -0.131, 0.125, -0.104, -0.003, -0.055, -0.124, -0.294, -0.046, -0.367, -0.062, -0.047, 0.072, 0.075, 0.065, 0.087, 0.048, 0.043, 0.026, 0.048, 0.096, 0.110, 0.088, 0.108, 0.111, 0.105, 0.117, 0.123, 0.089, 0.072, 0.084, 0.120, 0.086, 0.122, 0.094, 0.124, 0.113, 0.116, 0.077, 0.083, 0.075, 0.133, 0.137, 0.119, 0.117, 0.137, 0.100, 0.124, 0.109, 0.079, 0.079, 0.086, 0.136, 0.085, 0.079, 0.075, 0.059, 0.078, 0.082, -0.166, -0.185, -0.224, -0.137, -0.203, 0.112, 0.117, 0.112, 0.104, 0.113, 0.098, 0.118, 0.099, -0.175, -0.171, -0.205, -0.152, -0.207, 0.113, 0.110, 0.117, 0.114, 0.108, 0.118, 0.119, 0.109, -0.166, -0.167, -0.208, -0.170, -0.200, 0.116, 0.117, 0.117, 0.116, 0.116, 0.116, 0.118, 0.115, -0.165, -0.169, -0.209, -0.162, -0.203, 0.087, 0.120, 0.114, 0.113, 0.116, 0.111, 0.114, 0.117, -0.170, -0.170, -0.197, -0.172, -0.208, 0.114, 0.115, 0.115, 0.113, 0.118, 0.118, 0.121, 0.118, -0.166, -0.160, -0.189, -0.180, -0.200, 0.113, 0.115, 0.121, 0.087, 0.120, 0.119, 0.118, 0.117, -0.172, -0.171, -0.214, -0.161, -0.200, 0.113, 0.114, 0.115, 0.113, 0.113, 0.119, 0.118, 0.117]
}